16
Properties=species:S:1:pos:R:3:lowdin_charge:R:1 method="wB97M-V/def2-TZVPD" total_charge=+2 smiles="C=[N+]1CCNC1=[NH2+]" gap_ev=8.2464 homo_ev=-19.28
C 0.65237 -0.73568 -0.09006 -0.103
C 1.27793 1.56838 0.44296 0.314
C -1.73989 -0.18540 0.13712 -0.162
C -0.94524 0.95133 -0.42884 -0.036
N -0.83541 -1.27312 0.01481 0.129
N 0.47828 0.66084 -0.00414 -0.023
N 1.67313 -1.54947 -0.24434 0.294
H 0.84173 2.57647 0.41142 0.160
H 2.33817 1.27294 0.73087 0.176
H -1.96119 0.07506 1.21541 0.164
H -2.68802 -0.52607 -0.46664 0.200
H -1.05739 0.95003 -1.60638 0.212
H -0.98350 1.95197 -0.16254 0.110
H -1.10879 -2.17405 0.35534 0.159
H 1.45094 -2.55264 -0.23240 0.186
H 2.60688 -1.01058 -0.07259 0.219

---

16
Properties=species:S:1:pos:R:3:lowdin_charge:R:1 method="wB97M-V/def2-TZVPD" total_charge=+2 gap_ev=10.9910 homo_ev=-21.02
C 2.07562 1.14874 -1.65629 0.016
C -0.94808 -2.22527 1.17362 0.294
C 0.12030 -0.81823 -0.12131 -0.123
C -1.56061 0.23163 1.29586 0.087
N 1.09866 1.90317 -1.24988 0.081
N 0.98962 -0.68572 -0.89013 0.244
N -0.81635 -0.99057 0.88208 -0.076
H 2.27904 1.19107 -2.81575 0.172
H 2.72687 0.44449 -1.01535 0.139
H -1.65886 -2.67321 1.87269 0.167
H -0.38226 -2.91754 0.53148 0.163
H -0.93605 0.99156 1.69610 0.105
H -2.13344 -0.19411 2.07735 0.103
H -2.22556 0.57185 0.42832 0.166
H 0.96255 1.73437 -0.11761 0.208
H 0.40853 2.28777 -2.09120 0.253

---

16
Properties=species:S:1:pos:R:3:lowdin_charge:R:1 method="wB97M-V/def2-TZVPD" total_charge=+2 gap_ev="8.1367 / 7.3328" homo_ev="-19.51 / -19.08"
C -1.07183 1.34501 0.52743 0.274
C -1.35676 -0.86357 -0.37589 0.066
C 2.39620 -0.32722 0.73153 0.022
C 0.72572 0.49812 -0.74363 0.073
N 4.31538 0.62612 -0.22881 0.451
N 3.50128 -0.03997 0.12551 -0.003
N -0.51221 0.39679 -0.22380 -0.183
H -0.48530 2.26478 0.65351 0.135
H -2.11596 1.44820 0.97480 0.183
H -0.62556 -1.63450 -0.76202 0.120
H -1.92492 -0.70314 -1.22900 0.091
H -1.70383 -1.21035 0.69176 0.171
H 2.08122 0.28211 1.58141 0.130
H 2.06178 -1.46090 0.64601 0.174
H 1.26448 1.53143 -0.82121 0.161
H 1.09802 -0.07573 -1.61054 0.135

---

16
Properties=species:S:1:pos:R:3:lowdin_charge:R:1 method="wB97M-V/def2-TZVPD" total_charge=+2 gap_ev="10.2058 / 5.1594" homo_ev="-20.18 / -17.82"
C -1.11814 2.09095 -0.40054 0.226
C -0.11911 -1.99442 0.54223 -0.092
C -0.21338 -0.07660 -0.91408 -0.126
C 1.08779 1.75196 0.04413 0.243
N 0.05501 -0.75584 0.26000 0.192
N 0.00106 1.35873 -0.56137 -0.137
N 0.60168 -2.63671 1.45056 0.264
H -1.16318 3.12472 -0.11680 0.127
H -2.13223 1.68771 -0.74818 0.153
H -0.99916 -2.47217 0.09998 0.193
H 0.34538 -0.31279 -1.91237 0.215
H -1.22362 -0.05519 -1.53370 0.211
H 1.23329 2.71183 0.22033 0.092
H 1.75495 0.99598 0.32460 0.114
H 0.32825 -3.34020 2.11765 0.162
H 1.57414 -2.54392 1.71483 0.163

---

17
Properties=species:S:1:pos:R:3:lowdin_charge:R:1 method="wB97M-V/def2-TZVPD" gap_ev=9.0844 homo_ev=-8.67
C -0.46124 -0.83602 -1.35661 -0.235
C 0.17580 1.21031 -0.23148 -0.365
C 1.26168 0.77554 0.36068 -0.042
C 1.36880 -0.68647 0.56685 -0.238
H -1.40464 -1.45190 -1.70437 0.106
H -0.00608 -0.69040 -2.54313 0.146
H 0.22340 -1.44425 -0.54464 0.071
H -1.17271 2.64852 -0.72360 0.029
H -0.67559 2.95959 0.90893 0.228
H 2.01669 1.56289 0.69792 0.141
H 2.29590 -1.16091 0.00698 0.154
H -1.18018 -2.17013 1.80662 0.092
H -1.26663 -0.66852 1.03364 0.087
N -0.30408 2.57238 -0.26440 0.065
N 0.59944 -1.59546 1.05644 -0.083
N -0.66255 -1.28438 1.63883 0.022
O -0.80802 0.25920 -0.70865 -0.177

---

17
Properties=species:S:1:pos:R:3:lowdin_charge:R:1 method="wB97M-V/def2-TZVPD" smiles="NC(N)=O.C=CN=C" gap_ev="8.6493 / 8.6483" homo_ev="-8.67 / -8.67"
C 0.64216 -1.35043 -0.62995 -0.687
N 1.39120 -0.77701 -1.62779 0.143
N 1.31786 -1.53692 0.54648 0.117
O -0.44013 -1.97482 -0.85439 -0.022
H 1.02283 -0.91160 -2.55983 0.106
H 1.55249 -0.63263 0.94979 0.073
H 2.39595 -0.79158 -1.52192 0.098
H 0.81466 -2.09830 1.21926 0.102
C -1.37489 0.74319 -0.13848 -0.216
C 0.49920 1.84721 0.82855 -0.038
C -2.44336 0.31769 0.54898 0.028
N -0.03611 0.76122 0.43055 -0.063
H -1.52223 1.49110 -0.91486 0.098
H 0.97027 2.66957 0.27060 0.076
H 0.97479 1.96551 1.81208 0.066
H -2.33895 -0.42937 1.32771 0.063
H -3.42574 0.70720 0.31323 0.056

---

17
Properties=species:S:1:pos:R:3:lowdin_charge:R:1 method="wB97M-V/def2-TZVPD" smiles="C/N=C/N=C(/C)NO" gap_ev=9.2641 homo_ev=-9.07
C 0.67539 0.68018 2.89122 -0.096
C 0.60615 0.96482 0.48531 -0.238
C 0.11193 -0.26625 -1.28436 -0.380
C 0.05028 -0.61316 -2.74483 -0.027
H 0.81476 -0.15403 3.60241 0.070
H 1.55576 1.28611 2.80821 0.048
H -0.10153 1.36448 3.36616 0.090
H 0.77735 2.02750 0.76009 0.120
H -0.94640 -0.30855 -3.12197 0.089
H 0.78504 0.06667 -3.22116 0.086
H 0.10928 -1.62979 -3.09228 0.070
H -0.34508 -1.08443 0.56736 0.068
H -2.56549 -1.43148 -0.64564 0.095
N 0.34175 0.19418 1.48852 -0.038
N 0.65485 0.82113 -0.89203 0.137
N -0.56985 -1.24053 -0.45386 -0.008
O -1.95419 -0.67683 -0.51316 -0.085

---

17
Properties=species:S:1:pos:R:3:lowdin_charge:R:1 method="wB97M-V/def2-TZVPD" gap_ev=8.2637 homo_ev=-7.29
C 0.66641 -0.38019 -0.26267 -0.347
C -0.53234 0.23788 -0.14254 -0.308
N 2.27173 1.54108 -0.50169 0.082
N 1.29220 -1.53589 -0.02483 0.077
N -0.68722 1.51012 -0.79963 0.038
C -1.65405 -0.38121 0.53555 -0.147
C -1.66385 -1.44787 1.34855 -0.008
O 1.79000 0.26624 -0.98720 -0.162
H 1.47167 2.15124 -0.68788 0.065
H 2.32988 1.43638 0.51322 0.093
H 0.71501 -2.36396 0.03050 0.068
H 2.27801 -0.86138 -0.65024 0.209
H -1.39327 2.07711 -0.34574 0.078
H -0.92881 1.41091 -1.78032 0.088
H -2.60225 0.11799 0.34691 0.096
H -0.76932 -1.99893 1.60016 0.036
H -2.58381 -1.77951 1.80785 0.043

---

Short version: total energy = -321.31377, -321.26041, -321.19448, -321.21592, -397.11259, -397.20778, -397.19712, -397.14192 hartree, in the order given.
Short version: energy above the lowest of the compared OMol25 structures with the same formula, charge and spin = 227.51, 367.60, 540.69, 484.40, 625.01, 375.08, 403.07, 548.01 kJ/mol, in the order given.
Short version: maximum force = 7.80, 4.33, 7.21, 4.48, 6.87, 5.12, 4.16, 1.93 eV/A, in the order given.